Version w
{
  "formula": "C2H6N2O2S",
  "method": "ωB97M-V/def2-TZVPD",
  "species": ["C", "C", "N", "N", "O", "O", "S", "H", "H", "H", "H", "H", "H"],
  "positions_angstrom": [[-2.0738, -0.0498, -0.2028], [-1.9090, 0.5084, -1.5096], [1.8261, -1.5791, 0.2140], [0.8165, 0.4804, 1.6440], [1.3828, 0.4916, -0.8977], [-2.0541, 1.1822, -0.3327], [0.6182, -0.2990, 0.0630], [-1.0120, 0.4971, -2.0453], [-2.8311, 0.5731, -2.2003], [1.5145, -2.3305, 0.9503], [2.6455, -1.1585, 0.4450], [0.8981, 1.4671, 1.5243], [0.1784, 0.2169, 2.3477]],
  "nbo_charge": [0.24, -0.16, -1.00, -1.07, -0.95, -0.49, 1.54, 0.20, 0.18, 0.37, 0.37, 0.39, 0.38],
  "spin_multiplicity": 3,
  "homo_energy_ev": [-6.694, -9.503],
  "gap_ev": [7.4, 7.5]
}

***

Version x
{
  "formula": "C2H6N2O2S",
  "method": "ωB97M-V/def2-TZVPD",
  "species": ["C", "C", "N", "N", "O", "O", "S", "H", "H", "H", "H", "H", "H"],
  "positions_angstrom": [[0.5029, 0.1091, -0.0352], [-0.5346, -0.9975, 0.4065], [0.0070, 1.4129, -0.1678], [-1.3308, 1.3133, -0.6029], [1.6314, 0.0528, 0.7904], [-0.5298, -2.1179, -0.3453], [-2.1586, 0.1137, 0.4610], [0.8314, -0.2079, -0.9297], [-0.4609, -1.1898, 1.4747], [0.2099, 1.9078, 0.6370], [-1.9599, 2.0364, -0.3177], [1.7806, 0.8426, 1.3845], [-0.9888, -1.9506, -1.2081]],
  "nbo_charge": [0.20, -0.05, -0.48, -0.59, -0.71, -0.68, 0.28, 0.16, 0.20, 0.34, 0.38, 0.47, 0.48],
  "spin_multiplicity": 3,
  "homo_energy_ev": [-5.070, -9.197],
  "gap_ev": [5.7, 6.9]
}

***

Which one is most stable, and which one is least stable? version x is the most stable of them, while version w is the least stable.

***

Version w
{
  "formula": "H3O4PSi",
  "method": "ωB97M-V/def2-TZVPD",
  "species": ["O", "O", "O", "O", "Si", "P", "H", "H", "H"],
  "positions_angstrom": [[-3.3293, 0.8318, -0.4339], [-2.2286, -0.6728, 1.3597], [-1.8222, -1.1896, -1.2095], [-0.3894, 2.6655, 0.4453], [-0.2250, 1.1786, 0.1416], [-2.1079, 0.0295, 0.0402], [-1.0607, -0.8384, -1.7574], [0.5724, 0.2472, 0.8790], [1.0597, 0.9170, -1.8313]],
  "nbo_charge": [-1.19, -1.19, -1.06, -1.30, 1.32, 1.87, 0.48, -0.29, -0.63],
  "total_charge": -2,
  "homo_energy_ev": -0.308,
  "gap_ev": 7.4
}

***

Version x
{
  "formula": "H3O4PSi",
  "method": "ωB97M-V/def2-TZVPD",
  "species": ["O", "O", "O", "O", "Si", "P", "H", "H", "H"],
  "positions_angstrom": [[0.8625, -1.4381, 1.5892], [1.3551, 1.0046, 1.4089], [2.7938, -0.3724, -2.8868], [-2.1692, -0.1044, -1.0062], [-1.6380, 0.3138, 0.3586], [0.6508, -0.1984, 0.7977], [1.8296, -0.3524, -3.0928], [-1.9349, -0.4829, 1.6056], [-1.7498, 1.6303, 1.2259]],
  "nbo_charge": [-1.08, -1.08, -1.38, -1.26, 1.25, 1.68, 0.39, -0.27, -0.25],
  "total_charge": -2,
  "homo_energy_ev": 0.438,
  "gap_ev": 5.5
}

***

Which one is most stable, and which one is least stable? version w is the most stable of them, while version x is the least stable.

***

Version w
{
  "formula": "C7H9NO2",
  "method": "ωB97M-V/def2-TZVPD",
  "species": ["C", "C", "C", "C", "C", "C", "C", "H", "H", "H", "H", "H", "H", "H", "H", "H", "N", "O", "O"],
  "positions_angstrom": [[-1.6380, -0.5999, 1.1854], [-2.1933, -1.0387, -0.0771], [-1.7862, -0.2338, -1.0857], [-0.8455, 0.7694, -0.8692], [-0.7272, 1.2782, 0.4782], [1.4604, -0.3800, -0.0556], [2.2983, 0.8035, 0.0361], [-1.7465, -1.4907, 1.8916], [-2.8617, -1.9912, -0.2182], [-2.4375, -0.2841, -2.1231], [-0.5472, 1.2086, -1.8263], [-0.0366, 2.0905, 0.7985], [1.6951, -2.2597, 0.2919], [1.7268, 1.8414, 0.2947], [3.3475, 0.9010, 0.7572], [2.7422, 0.8588, -1.0501], [-1.0321, 0.5253, 1.5561], [0.2303, -0.5085, -0.1741], [2.3511, -1.4901, 0.1897]],
  "nbo_charge": [-0.01, -0.27, -0.23, -0.17, -0.01, 0.81, -0.77, 0.17, 0.23, 0.21, 0.24, 0.19, 0.49, 0.26, 0.28, 0.26, -0.43, -0.57, -0.70],
  "homo_energy_ev": -7.421,
  "gap_ev": 7.9
}

***

Version x
{
  "formula": "C7H9NO2",
  "method": "ωB97M-V/def2-TZVPD",
  "species": ["C", "C", "C", "N", "C", "C", "H", "H", "H", "H", "H", "C", "C", "O", "O", "H", "H", "H", "H"],
  "positions_angstrom": [[0.5375, 0.5722, -2.1408], [1.6870, 0.7249, -1.3051], [1.8411, -0.2056, -0.2078], [1.3700, -1.3374, -0.1998], [0.1626, -1.5023, -0.8090], [-0.2605, -0.5500, -1.7680], [0.2058, 1.1531, -3.0109], [2.3541, 1.6304, -1.2059], [2.7649, 0.2334, 0.3495], [-0.2881, -2.4849, -0.7613], [-1.0470, -0.6799, -2.3311], [-2.3767, -0.1965, 1.3260], [-1.0429, 0.4939, 1.3628], [-0.3591, 0.5339, 0.3611], [-0.7405, 1.0777, 2.5502], [-2.5713, -0.4463, 0.1938], [-2.4483, -1.0913, 1.9777], [-3.1424, 0.6474, 1.4812], [0.0902, 1.4861, 2.6664]],
  "nbo_charge": [-0.19, -0.24, 0.08, -0.45, 0.02, -0.21, 0.22, 0.21, 0.17, 0.20, 0.19, -0.74, 0.81, -0.60, -0.70, 0.24, 0.25, 0.24, 0.50],
  "smiles": "c1ccncc1.CC(=O)O",
  "homo_energy_ev": -8.351,
  "gap_ev": 9.0
}

***

Version y
{
  "formula": "C7H9NO2",
  "method": "ωB97M-V/def2-TZVPD",
  "species": ["C", "C", "C", "C", "C", "C", "C", "N", "O", "O", "H", "H", "H", "H", "H", "H", "H", "H", "H"],
  "positions_angstrom": [[0.4594, -0.5368, 0.8015], [1.2666, -1.7356, -2.5568], [1.3520, -1.3945, -1.2946], [-0.7748, -0.1803, 1.5099], [-0.8525, 1.3429, 1.5141], [-1.1413, 2.0471, 0.2593], [-1.4310, 1.1770, -0.9295], [0.2644, -1.0932, -0.4254], [1.6007, -0.1962, 1.1290], [-0.1859, 1.6569, -0.8681], [2.3158, -1.6924, -3.0354], [0.5359, -2.5442, -2.8869], [2.0634, -0.7260, -0.7712], [-1.7266, -0.5715, 1.1788], [-0.5311, -0.4426, 2.5617], [-1.4820, 1.5886, 2.3490], [0.1736, 1.5819, 1.8019], [-1.2927, 3.1261, 0.2088], [-0.6138, -1.4073, -0.5460]],
  "nbo_charge": [0.68, -0.47, -0.02, -0.51, -0.45, -0.10, 0.30, -0.60, -0.63, -0.44, 0.22, 0.21, 0.24, 0.23, 0.25, 0.23, 0.25, 0.22, 0.38],
  "homo_energy_ev": -8.941,
  "gap_ev": 9.2
}

***

Which one is most stable, and which one is least stable? version x is the most stable of them, while version w is the least stable.

***

Version w
{
  "formula": "C4H6ClNO2",
  "method": "ωB97M-V/def2-TZVPD",
  "species": ["O", "C", "N", "C", "O", "C", "C", "Cl", "H", "H", "H", "H", "H", "H"],
  "positions_angstrom": [[-2.0176, -1.5887, 1.3629], [-1.2495, -0.6605, 1.2338], [-0.1622, -0.6637, 0.3588], [0.1778, -1.7753, -0.4352], [-0.5013, -2.7618, -0.5953], [0.6939, 0.5132, 0.2383], [0.1844, 1.4168, -0.8697], [1.2009, 2.8749, -0.9147], [-1.3304, 0.2903, 1.7837], [1.1737, -1.6241, -0.9125], [0.6576, 1.0804, 1.1939], [1.7602, 0.2493, 0.0799], [-0.8655, 1.7482, -0.7162], [0.2780, 0.9011, -1.8076]],
  "nbo_charge": [-0.51, 0.54, -0.51, 0.54, -0.50, -0.24, -0.38, -0.05, 0.12, 0.11, 0.22, 0.23, 0.22, 0.22],
  "smiles": "O=CN(C=O)CCCl",
  "homo_energy_ev": -10.087,
  "gap_ev": 10.7
}

***

Version x
{
  "formula": "C4H6ClNO2",
  "method": "ωB97M-V/def2-TZVPD",
  "species": ["O", "N", "C", "C", "C", "O", "C", "Cl", "H", "H", "H", "H", "H", "H"],
  "positions_angstrom": [[-0.9219, 0.8649, 1.1757], [-1.6616, 0.8740, 0.1281], [-1.3768, 0.1548, -0.9287], [-0.3276, -0.7762, -0.7593], [0.5904, -0.5574, 0.2371], [1.2106, -1.5885, 0.8451], [1.3627, 0.7118, 0.4189], [2.9349, 0.4904, -0.4191], [-2.5331, 1.4058, 0.1820], [-2.0607, 0.1473, -1.7601], [-0.4633, -1.7653, -1.1707], [0.7846, -2.4278, 0.6276], [1.5726, 0.8972, 1.4693], [0.8892, 1.5689, -0.0458]],
  "nbo_charge": [-0.55, -0.09, 0.00, -0.48, 0.47, -0.65, -0.41, -0.07, 0.38, 0.21, 0.22, 0.49, 0.24, 0.24],
  "smiles": "[O-]/[NH+]=C\\C=C(\\O)CCl",
  "homo_energy_ev": [-8.062, -8.061],
  "gap_ev": [8.7, 8.7]
}

***

Which one is most stable, and which one is least stable? version w is the most stable of them, while version x is the least stable.

***

Version w
{
  "formula": "C4H12BN",
  "method": "ωB97M-V/def2-TZVPD",
  "species": ["B", "N", "C", "C", "C", "C", "H", "H", "H", "H", "H", "H", "H", "H", "H", "H", "H", "H"],
  "positions_angstrom": [[-2.4182, 0.3565, 0.3297], [-1.0221, 0.5676, -0.2582], [0.2672, 0.0162, 0.0103], [1.2765, 1.1835, 0.2013], [0.4450, -0.9774, 1.1211], [0.6049, -0.6614, -1.2946], [-3.3014, 0.8679, -0.1968], [-2.5695, -0.5855, 1.0207], [-0.9906, 1.0957, -1.0907], [1.5774, 1.6510, -0.6886], [0.8853, 1.9003, 0.9371], [2.1387, 0.7346, 0.6013], [-0.3886, -1.6404, 0.9524], [0.1551, -0.4424, 1.9950], [1.4345, -1.5524, 1.0694], [-0.3778, -1.2112, -1.5760], [0.8276, -0.0509, -2.0365], [1.4559, -1.2519, -1.0968]],
  "nbo_charge": [0.42, -0.81, 0.12, -0.61, -0.62, -0.59, -0.09, -0.09, 0.38, 0.20, 0.21, 0.20, 0.22, 0.22, 0.23, 0.21, 0.19, 0.20],
  "smiles": "BNC(C)(C)C",
  "homo_energy_ev": -9.365,
  "gap_ev": 10.1
}

***

Version x
{
  "formula": "C4H12BN",
  "method": "ωB97M-V/def2-TZVPD",
  "species": ["C", "B", "C", "H", "H", "H", "H", "H", "C", "C", "N", "H", "H", "H", "H", "H", "H", "H"],
  "positions_angstrom": [[0.9657, -1.5490, -2.6727], [-0.1443, -1.8636, -2.0220], [-1.4655, -2.3875, -1.4224], [1.1457, -1.9429, -3.6452], [1.2140, -0.4229, -2.6368], [-2.1672, -2.9586, -2.0964], [-1.9665, -1.4048, -1.0883], [-1.4495, -2.8885, -0.4981], [0.7520, 1.7483, 2.7328], [-0.1685, 1.5931, 1.3753], [0.3655, 1.1152, 0.1106], [0.2148, 2.5236, 3.1691], [0.5900, 0.8532, 3.3061], [1.7738, 1.8940, 2.5597], [-0.9648, 0.9771, 1.7777], [-0.5527, 2.5199, 1.2832], [0.8528, 1.8482, -0.3969], [1.0048, 0.3453, 0.1642]],
  "nbo_charge": [-1.16, 0.90, -1.06, 0.27, 0.27, 0.27, 0.27, 0.25, -0.63, -0.19, -0.84, 0.20, 0.20, 0.20, 0.17, 0.18, 0.36, 0.36],
  "smiles": "C=BC.CCN",
  "homo_energy_ev": -8.582,
  "gap_ev": 9.2
}

***

Which one is most stable, and which one is least stable? version w is the most stable of them, while version x is the least stable.

***

Version w
{
  "formula": "C3H11NO3S",
  "method": "ωB97M-V/def2-TZVPD",
  "species": ["C", "C", "S", "N", "C", "O", "H", "H", "H", "H", "H", "H", "H", "H", "H", "O", "H", "H", "O"],
  "positions_angstrom": [[-0.5075, 0.3836, -1.4741], [0.5837, 0.8243, -2.5325], [0.2846, 2.6473, -2.7852], [-0.4403, -0.9801, -0.8933], [-1.0030, -0.9934, 0.4796], [0.0059, -0.9403, 1.3774], [-0.5308, 1.1148, -0.6461], [-1.4311, 0.4390, -2.0894], [0.3888, 0.3416, -3.5087], [1.6166, 0.8551, -2.2057], [0.5003, -1.2598, -0.9753], [-1.5062, -1.9605, 0.5425], [-1.7282, -0.1837, 0.7042], [0.2923, -0.4262, 3.8769], [-0.3540, -1.1231, 2.7254], [-0.3961, -1.1232, 3.8178], [1.1484, 0.2004, 1.6041], [1.2879, 1.2461, 0.6222], [1.7888, 0.9383, 1.3601]],
  "nbo_charge": [-0.23, -0.54, -0.79, -0.70, 0.13, -0.93, 0.17, 0.16, 0.18, 0.19, 0.35, 0.09, 0.12, 0.44, 0.50, -1.08, 0.50, 0.46, -1.02],
  "total_charge": -2,
  "homo_energy_ev": 0.125,
  "gap_ev": 5.9
}

***

Version x
{
  "formula": "C3H11NO3S",
  "method": "ωB97M-V/def2-TZVPD",
  "species": ["C", "C", "S", "N", "C", "O", "H", "H", "H", "H", "H", "H", "H", "H", "H", "O", "H", "H", "O"],
  "positions_angstrom": [[1.3245, 0.4682, -1.9912], [0.5802, -0.3154, -3.0731], [1.0298, 0.4406, -4.7333], [1.4322, -0.0152, -0.5909], [0.1039, -0.0717, 0.0112], [-0.3862, 1.2336, 0.3869], [2.4238, 0.6312, -2.2852], [0.9079, 1.4603, -1.7998], [-0.4921, -0.1997, -2.9259], [0.7985, -1.4823, -2.9408], [2.0197, -0.8519, -0.4435], [0.2703, -0.7554, 0.8437], [-0.6340, -0.5395, -0.7178], [-1.5537, -0.2128, 4.1114], [-1.4914, -1.7834, 4.4462], [-1.6880, -0.9368, 4.8410], [-0.9245, 1.0467, 1.1533], [-2.2538, 1.2030, 2.8930], [-1.4671, 0.6804, 2.8148]],
  "nbo_charge": [-0.25, -0.53, -0.76, -0.66, 0.09, -0.78, 0.18, 0.20, 0.18, 0.15, 0.34, 0.15, 0.11, 0.52, 0.44, -1.06, 0.52, 0.41, -1.27],
  "total_charge": -2,
  "homo_energy_ev": -0.270,
  "gap_ev": 6.1
}

***

Version y
{
  "formula": "C3H11NO3S",
  "method": "ωB97M-V/def2-TZVPD",
  "species": ["C", "O", "C", "C", "S", "N", "H", "H", "H", "H", "H", "H", "H", "H", "H", "O", "H", "H", "O"],
  "positions_angstrom": [[-0.1739, 0.3659, -0.0577], [-0.2096, -0.4478, -1.2346], [1.1464, 0.0663, 0.7800], [2.0354, 1.2265, 1.0127], [1.3252, 2.6798, 2.0000], [0.7645, -0.5931, 2.1035], [-0.1067, 1.3899, -0.4413], [-1.0716, -0.0168, 0.4528], [1.5279, -0.7201, 0.1225], [2.6197, 1.5654, 0.1763], [2.7293, 0.7903, 1.7897], [0.3877, 0.2777, 2.5001], [0.0814, -1.3244, 1.9668], [-2.7049, -1.7227, -0.8031], [-0.9796, -1.3871, -1.0462], [-1.9242, -2.1443, -1.1915], [-2.0956, -0.7021, -2.6724], [-1.2357, 0.4466, -2.5188], [-2.1157, 0.2498, -2.9388]],
  "nbo_charge": [-0.08, -0.92, -0.11, -0.52, -0.80, -0.90, 0.16, 0.14, 0.19, 0.19, 0.19, 0.38, 0.34, 0.43, 0.49, -1.16, 0.50, 0.50, -1.04],
  "total_charge": -2,
  "homo_energy_ev": 0.197,
  "gap_ev": 5.8
}

***

Which one is most stable, and which one is least stable? version x is the most stable of them, while version y is the least stable.